(1)
DFT (wB97M-V/def2-TZVPD) results for C26H43CsF6N4SbSi2 as an isolated structure at a distorted geometry.

Values from the calculation:
Expectation value of S²: 0.7713
HOMO energy (Eh): -0.026
HOMO-LUMO gap (Ha): 0.1618

Geometry as ORCA input:
```
! wB97M-V def2-TZVPD RIJCOSX def2/J DEFGRID3
* xyz -2 2
Cs -0.69 0.64 0.77
C 1.11 -1.70 3.84
C 2.44 -1.28 3.60
C 2.49 0.12 3.71
C 1.19 0.58 4.02
C 0.34 -0.54 4.10
C -1.13 -0.57 4.40
C 0.80 2.03 4.19
C 3.71 0.98 3.52
C 3.60 -2.18 3.27
C 0.60 -3.11 3.83
H -1.36 -1.16 5.29
H -1.71 -1.03 3.58
H -1.54 0.43 4.55
H 1.45 2.55 4.90
H -0.22 2.13 4.56
H 0.84 2.61 3.26
H 4.47 0.82 4.29
H 3.44 2.04 3.56
H 4.20 0.81 2.56
H 3.99 -2.72 4.14
H 4.43 -1.61 2.84
H 3.33 -2.94 2.52
H 0.45 -3.52 4.84
H 1.29 -3.78 3.32
H -0.37 -3.19 3.32
C -3.57 1.00 -3.84
Si -3.34 0.17 -2.16
C -3.08 1.57 -0.94
C -4.98 -0.64 -1.70
N -2.01 -0.87 -2.07
C -1.71 -1.92 -2.78
C -2.55 -2.50 -3.80
C -2.21 -3.61 -4.51
C -0.98 -4.27 -4.27
C -0.12 -3.79 -3.33
C -0.40 -2.60 -2.54
N 0.42 -2.11 -1.65
Si 1.97 -2.61 -1.15
C 1.96 -4.29 -0.31
C 3.21 -2.71 -2.57
C 2.62 -1.37 0.06
H -4.43 1.68 -3.82
H -3.72 0.28 -4.64
H -2.68 1.59 -4.08
H -3.83 2.35 -1.07
H -2.09 2.03 -1.08
H -3.15 1.23 0.10
H -5.77 0.11 -1.61
H -4.88 -1.14 -0.73
H -5.29 -1.39 -2.43
H -3.51 -2.01 -3.98
H -2.90 -4.00 -5.26
H -0.72 -5.16 -4.83
H 0.82 -4.30 -3.15
H 1.62 -5.09 -0.97
H 1.28 -4.26 0.55
H 2.96 -4.55 0.06
H 2.90 -3.39 -3.36
H 4.19 -3.03 -2.20
H 3.34 -1.72 -3.03
H 1.99 -1.31 0.94
H 2.67 -0.37 -0.39
H 3.63 -1.63 0.40
C 0.99 5.67 -2.81
N 0.98 4.26 -2.48
C 1.22 3.21 -3.33
C 1.08 2.08 -2.57
N 0.77 2.43 -1.28
C 0.71 3.73 -1.26
H 1.12 5.77 -3.89
H 1.81 6.19 -2.31
H 0.05 6.14 -2.52
H 1.45 3.36 -4.37
H 1.16 1.05 -2.87
H 0.45 4.34 -0.40
F -1.26 2.85 1.64
Sb -2.38 4.29 2.22
F -2.60 3.42 3.87
F -0.84 5.18 2.84
F -3.44 5.75 2.78
F -2.13 5.08 0.51
F -3.92 3.41 1.57
*
```

The net atomic charges from Mulliken, expressed in e, are: number 1, Cs, carries 1.07; number 2, C, carries 0.51; number 3, C, carries 0.59; number 4, C, carries 0.20; number 5, C, carries 0.63; number 6, C, carries 0.33; number 7, C, carries -1.23; number 8, C, carries -1.45; number 9, C, carries -1.60; number 10, C, carries -1.47; number 11, C, carries -1.57; number 12, H, carries 0.29; number 13, H, carries 0.21; number 14, H, carries 0.22; number 15, H, carries 0.37; number 16, H, carries 0.32; number 17, H, carries 0.19; number 18, H, carries 0.23; number 19, H, carries 0.40; number 20, H, carries 0.28; number 21, H, carries 0.31; number 22, H, carries 0.37; number 23, H, carries 0.18; number 24, H, carries 0.26; number 25, H, carries 0.36; number 26, H, carries 0.27; number 27, C, carries -1.05; number 28, Si, carries -0.19; number 29, C, carries -0.79; number 30, C, carries -1.10; number 31, N, carries 0.50; number 32, C, carries 0.39; number 33, C, carries -0.36; number 34, C, carries -0.76; number 35, C, carries -0.77; number 36, C, carries -0.44; number 37, C, carries 0.38; number 38, N, carries 0.28; number 39, Si, carries -0.22; number 40, C, carries -1.03; number 41, C, carries -1.03; number 42, C, carries -0.04; number 43, H, carries 0.32; number 44, H, carries 0.33; number 45, H, carries 0.27; number 46, H, carries 0.33; number 47, H, carries 0.11; number 48, H, carries 0.05; number 49, H, carries 0.32; number 50, H, carries 0.28; number 51, H, carries 0.30; number 52, H, carries 0.17; number 53, H, carries 0.35; number 54, H, carries 0.34; number 55, H, carries 0.16; number 56, H, carries 0.33; number 57, H, carries 0.22; number 58, H, carries 0.35; number 59, H, carries 0.35; number 60, H, carries 0.30; number 61, H, carries 0.27; number 62, H, carries -0.58; number 63, H, carries 0.31; number 64, H, carries 0.20; number 65, C, carries -0.86; number 66, N, carries 0.18; number 67, C, carries -0.45; number 68, C, carries -0.55; number 69, N, carries -0.05; number 70, C, carries -0.58; number 71, H, carries 0.29; number 72, H, carries 0.31; number 73, H, carries 0.33; number 74, H, carries 0.40; number 75, H, carries 0.36; number 76, H, carries 0.45; number 77, F, carries -0.37; number 78, Sb, carries 2.38; number 79, F, carries -0.58; number 80, F, carries -0.58; number 81, F, carries -0.58; number 82, F, carries -0.62; number 83, F, carries -0.60

=====

(2)
DFT (wB97M-V/def2-TZVPD) results for C26H43F2IN2O7S2 as an isolated structure at a distorted geometry.

Values from the calculation:
HOMO energy (Eh): -0.277
Energy above the lowest of the compared OMol25 structures with the same formula, charge and spin (kJ/mol): 0.0
HOMO-LUMO gap (Ha): 0.2553

Geometry as ORCA input:
```
! wB97M-V def2-TZVPD RIJCOSX def2/J DEFGRID3
* xyz 0 1
C -0.51 -3.53 -0.24
C -0.18 -3.38 -1.74
O 0.66 -3.99 -2.35
N -1.05 -2.17 -2.40
H -1.92 -2.57 -2.54
H -1.41 -1.47 -1.87
C -0.47 -1.79 -3.68
H 0.20 -4.06 0.44
H -1.53 -4.12 -0.13
H -0.83 -2.65 0.17
H 0.66 -1.62 -3.55
H -0.90 -1.00 -4.19
H -0.93 -2.50 -4.44
C 0.68 1.12 0.21
C -0.50 2.22 0.10
O -0.66 3.16 0.76
N -1.51 1.90 -1.02
H -1.05 1.77 -1.99
H -1.80 0.87 -0.90
C -2.61 2.83 -1.16
H 0.51 0.23 0.06
H 0.88 1.49 1.25
H 1.47 1.44 -0.40
H -3.12 2.63 -0.30
H -3.22 2.73 -2.02
H -2.15 3.79 -1.13
I 0.93 2.10 -3.69
O -2.42 -0.48 -1.09
H -3.40 -0.44 -0.80
F -5.42 -1.36 3.62
C -6.13 -0.48 2.98
C -5.49 0.42 2.13
C -6.12 1.48 1.50
C -7.54 1.60 1.70
C -8.17 0.67 2.37
C -7.52 -0.33 3.11
H -4.33 0.29 2.10
H -5.87 2.06 0.73
H -8.04 2.48 1.17
H -9.30 0.77 2.42
H -7.97 -1.07 4.01
F -2.50 -3.64 2.94
C -2.26 -2.55 3.66
C -1.75 -1.40 2.92
C -1.61 -0.18 3.60
C -1.84 -0.06 4.98
C -2.36 -1.18 5.72
C -2.59 -2.36 4.99
H -1.49 -1.44 1.74
H -1.19 0.56 3.06
H -1.88 0.93 5.32
H -2.81 -1.00 6.74
H -3.01 -3.09 5.53
C 4.26 3.06 0.75
C 4.81 2.25 -0.52
C 4.83 3.16 -1.46
S 5.66 4.52 -0.78
O 4.98 5.68 -1.18
O 7.09 4.34 -1.01
C 5.26 4.20 0.96
H 4.23 2.32 1.57
H 3.33 3.45 0.43
H 4.19 1.37 -0.89
H 5.87 1.99 -0.26
H 3.79 3.65 -1.85
H 5.07 2.67 -2.46
H 5.02 5.04 1.29
H 6.19 3.89 1.34
C 4.36 -3.46 -2.91
C 3.70 -2.29 -3.68
C 3.94 -1.14 -2.93
S 3.89 -1.66 -1.23
O 2.65 -1.30 -0.66
O 5.02 -1.11 -0.62
C 3.89 -3.38 -1.48
H 5.40 -3.65 -2.92
H 3.95 -4.36 -3.01
H 2.61 -2.24 -3.82
H 4.12 -2.07 -4.79
H 3.20 -0.33 -3.13
H 4.82 -0.59 -3.08
H 2.76 -3.87 -1.20
H 4.45 -3.80 -0.81
*
```

The net atomic charges from Mulliken, expressed in e, are: number 1, C, carries -0.04; number 2, C, carries 0.69; number 3, O, carries -0.46; number 4, N, carries 0.38; number 5, H, carries 0.49; number 6, H, carries -0.21; number 7, C, carries -0.65; number 8, H, carries 0.39; number 9, H, carries 0.35; number 10, H, carries -0.67; number 11, H, carries -0.02; number 12, H, carries 0.47; number 13, H, carries 0.35; number 14, C, carries -0.64; number 15, C, carries 0.51; number 16, O, carries -0.48; number 17, N, carries 0.60; number 18, H, carries -0.11; number 19, H, carries 0.10; number 20, C, carries -1.10; number 21, H, carries 0.27; number 22, H, carries 0.28; number 23, H, carries 0.15; number 24, H, carries 0.48; number 25, H, carries 0.32; number 26, H, carries 0.37; number 27, I, carries -0.71; number 28, O, carries -1.05; number 29, H, carries 0.05; number 30, F, carries -0.19; number 31, C, carries 0.17; number 32, C, carries 0.32; number 33, C, carries -0.44; number 34, C, carries -0.43; number 35, C, carries -0.37; number 36, C, carries -0.30; number 37, H, carries 0.12; number 38, H, carries 0.41; number 39, H, carries 0.29; number 40, H, carries 0.26; number 41, H, carries 0.18; number 42, F, carries -0.28; number 43, C, carries 0.41; number 44, C, carries 0.57; number 45, C, carries -0.56; number 46, C, carries -0.55; number 47, C, carries -0.41; number 48, C, carries -0.61; number 49, H, carries -0.42; number 50, H, carries 0.54; number 51, H, carries 0.39; number 52, H, carries 0.29; number 53, H, carries 0.58; number 54, C, carries -0.56; number 55, C, carries 0.23; number 56, C, carries -0.55; number 57, S, carries 1.18; number 58, O, carries -0.67; number 59, O, carries -0.70; number 60, C, carries -1.10; number 61, H, carries 0.33; number 62, H, carries 0.35; number 63, H, carries -0.59; number 64, H, carries 0.29; number 65, H, carries 0.27; number 66, H, carries 0.36; number 67, H, carries 0.71; number 68, H, carries 0.38; number 69, C, carries -0.87; number 70, C, carries -0.05; number 71, C, carries -0.66; number 72, S, carries 0.98; number 73, O, carries -0.49; number 74, O, carries -0.68; number 75, C, carries -0.64; number 76, H, carries 0.38; number 77, H, carries 0.43; number 78, H, carries -0.14; number 79, H, carries 0.26; number 80, H, carries 0.14; number 81, H, carries 0.60; number 82, H, carries 0.01; number 83, H, carries 0.77

=====

(3)
DFT (wB97M-V/def2-TZVPD) results for C26H43F5P2Pt as an isolated structure at a distorted geometry.

Values from the calculation:
Expectation value of S²: 6.0175
HOMO energy (alpha / beta) (Eh): -0.430 / -0.448
Energy above the lowest of the compared OMol25 structures with the same formula, charge and spin (kJ/mol): 72.6
HOMO-LUMO gap (alpha / beta) (Ha): 0.1794 / 0.1565

Geometry as ORCA input:
```
! wB97M-V def2-TZVPD RIJCOSX def2/J DEFGRID3
* xyz 2 5
Pt -0.90 -1.10 -2.33
C 0.28 -2.97 2.38
C 1.68 -3.05 2.15
C 1.27 -1.19 3.44
C 0.02 -1.79 3.14
C 2.30 -1.95 2.81
C -0.71 -3.98 1.97
H -0.50 -4.35 0.96
H -1.73 -3.57 1.99
H -0.71 -4.86 2.64
C -1.30 -1.34 3.61
H -2.09 -1.60 2.90
H -1.32 -0.25 3.75
H -1.55 -1.80 4.58
C 1.45 -0.01 4.31
H 1.15 -0.22 5.35
H 0.84 0.84 3.97
H 2.50 0.32 4.33
C 3.75 -1.71 2.92
H 4.15 -2.11 3.87
H 3.97 -0.63 2.91
H 4.29 -2.19 2.10
C 2.37 -4.13 1.42
H 2.47 -5.04 2.04
H 3.38 -3.82 1.12
H 1.81 -4.42 0.51
C -1.74 0.31 -3.58
C -2.05 -1.05 -4.00
C -1.35 -1.69 -5.19
C 0.10 -2.19 -4.90
C 0.62 -1.83 -3.51
C 0.89 -0.46 -3.13
C 0.75 0.69 -4.12
C -0.72 1.13 -4.36
H -1.37 -1.03 -6.07
H 0.78 -1.84 -5.70
H -1.94 -2.58 -5.45
H -0.94 1.08 -5.43
H -2.57 0.90 -3.15
H -3.10 -1.36 -3.86
H -0.83 2.19 -4.08
H 1.30 1.55 -3.71
H 1.70 -0.34 -2.40
H 1.23 0.45 -5.08
H 0.11 -3.29 -4.96
H 1.27 -2.57 -3.04
P -1.47 3.09 0.35
P 1.09 2.34 0.72
C -0.37 3.84 -1.02
C 1.11 3.58 -0.68
H -0.62 4.90 -1.16
H -0.61 3.30 -1.95
H 1.66 3.16 -1.52
H 1.59 4.51 -0.34
C 1.84 3.48 1.95
H 2.26 2.90 2.79
H 1.05 4.16 2.31
H 2.64 4.06 1.45
C 2.52 1.24 0.38
H 3.18 1.68 -0.38
H 2.14 0.27 0.03
H 3.10 1.05 1.30
C -2.92 2.73 -0.69
H -3.21 1.69 -0.54
H -2.72 2.94 -1.76
H -3.74 3.41 -0.37
C -1.83 -1.70 -0.65
H -1.82 -0.89 0.09
H -1.31 -2.57 -0.23
H -2.87 -1.96 -0.91
F -2.34 4.33 2.62
C -2.05 3.07 2.13
F -1.04 2.56 2.96
C -3.27 2.16 2.41
F -4.45 2.67 1.96
F -3.13 0.90 1.86
F -3.41 1.95 3.74
*
```

The net atomic charges from Mulliken, expressed in e, are: number 1, Pt, carries 0.04; number 2, C, carries 0.68; number 3, C, carries 0.39; number 4, C, carries 0.73; number 5, C, carries 0.77; number 6, C, carries 0.46; number 7, C, carries -1.50; number 8, H, carries 0.45; number 9, H, carries 0.38; number 10, H, carries 0.36; number 11, C, carries -1.51; number 12, H, carries 0.43; number 13, H, carries 0.23; number 14, H, carries 0.35; number 15, C, carries -1.12; number 16, H, carries 0.38; number 17, H, carries 0.03; number 18, H, carries 0.40; number 19, C, carries -1.62; number 20, H, carries 0.36; number 21, H, carries 0.34; number 22, H, carries 0.39; number 23, C, carries -1.48; number 24, H, carries 0.34; number 25, H, carries 0.39; number 26, H, carries 0.36; number 27, C, carries -0.19; number 28, C, carries -0.59; number 29, C, carries -0.83; number 30, C, carries -0.79; number 31, C, carries -0.54; number 32, C, carries -0.26; number 33, C, carries -0.78; number 34, C, carries -0.96; number 35, H, carries 0.31; number 36, H, carries 0.34; number 37, H, carries 0.36; number 38, H, carries 0.44; number 39, H, carries 0.69; number 40, H, carries 0.53; number 41, H, carries 0.39; number 42, H, carries 0.23; number 43, H, carries 0.63; number 44, H, carries 0.31; number 45, H, carries 0.37; number 46, H, carries 0.53; number 47, P, carries 0.23; number 48, P, carries 0.73; number 49, C, carries 0.02; number 50, C, carries -1.16; number 51, H, carries 0.53; number 52, H, carries -0.34; number 53, H, carries 0.45; number 54, H, carries 0.45; number 55, C, carries -1.47; number 56, H, carries 0.38; number 57, H, carries 0.40; number 58, H, carries 0.52; number 59, C, carries -0.93; number 60, H, carries 0.53; number 61, H, carries 0.18; number 62, H, carries 0.27; number 63, C, carries -1.25; number 64, H, carries 0.33; number 65, H, carries 0.47; number 66, H, carries 0.54; number 67, C, carries -0.21; number 68, H, carries -0.12; number 69, H, carries -0.32; number 70, H, carries 0.39; number 71, F, carries -0.25; number 72, C, carries 0.89; number 73, F, carries -0.22; number 74, C, carries 0.31; number 75, F, carries -0.24; number 76, F, carries -0.11; number 77, F, carries -0.23

=====

E_tot, record by record: -72774.5155, -80166.1002, -63049.1656 eV